Record 1
C48H132Cs2N12O16S | wB97M-V/def2-TZVPD

Atoms and positions in Å:
Cs 0.217 -23.792 -25.648
Cs 6.387 -20.224 -27.241
S 3.019 -21.209 -26.103
O 1.870 -21.127 -25.238
O 4.111 -20.702 -25.349
O 3.210 -22.610 -26.502
O 2.880 -20.337 -27.296
C -5.301 -23.392 -25.044
C -3.809 -23.463 -25.493
C -3.618 -22.788 -26.846
O -2.302 -22.898 -27.367
C -2.192 -22.279 -28.605
N -2.993 -22.952 -24.394
H -5.951 -23.356 -25.919
H -5.378 -22.488 -24.440
H -5.670 -24.208 -24.424
H -3.508 -24.499 -25.649
H -3.877 -21.746 -26.656
H -4.353 -23.275 -27.487
H -2.363 -21.204 -28.550
H -2.834 -22.670 -29.393
H -1.167 -22.449 -28.934
H -3.374 -23.419 -23.584
H -3.219 -21.971 -24.308
C 3.089 -17.306 -23.130
C 4.394 -17.204 -24.010
C 5.585 -17.860 -23.287
O 6.086 -16.977 -22.277
C 7.246 -17.586 -21.658
N 4.170 -17.837 -25.283
H 2.900 -18.364 -22.948
H 2.174 -16.968 -23.616
H 3.209 -16.924 -22.116
H 4.650 -16.170 -24.239
H 6.387 -18.042 -24.002
H 5.374 -18.849 -22.880
H 7.992 -17.627 -22.452
H 7.043 -18.576 -21.248
H 7.703 -16.888 -20.958
H 3.210 -17.711 -25.570
H 4.186 -18.847 -25.263
C -0.894 -19.818 -26.560
C -0.325 -18.498 -26.013
C -1.032 -18.198 -24.650
O -2.443 -17.906 -24.519
C -2.799 -16.714 -25.179
N 1.118 -18.555 -25.871
H -0.351 -20.052 -27.476
H -1.980 -19.808 -26.649
H -0.654 -20.627 -25.870
H -0.533 -17.672 -26.694
H -0.480 -17.371 -24.204
H -0.831 -18.991 -23.930
H -2.657 -16.696 -26.260
H -2.297 -15.802 -24.856
H -3.887 -16.684 -25.119
H 1.305 -19.328 -25.247
H 1.527 -18.982 -26.690
C 1.312 -17.564 -29.012
C 2.690 -17.482 -29.627
C 3.195 -16.019 -29.947
O 2.345 -15.346 -30.812
C 2.655 -14.036 -31.112
N 3.552 -18.165 -28.661
H 1.107 -16.952 -28.134
H 1.026 -18.593 -28.798
H 0.576 -17.276 -29.763
H 2.740 -18.015 -30.577
H 4.235 -16.040 -30.272
H 3.198 -15.581 -28.948
H 2.510 -13.507 -30.170
H 1.913 -13.643 -31.807
H 3.699 -13.841 -31.356
H 3.637 -17.669 -27.786
H 3.132 -19.052 -28.428
C 1.708 -21.219 -21.159
C 0.835 -22.236 -21.866
C -0.583 -21.620 -22.286
O -1.195 -21.009 -21.155
C -1.828 -21.990 -20.328
N 1.641 -22.697 -23.023
H 1.198 -20.868 -20.262
H 1.925 -20.319 -21.735
H 2.678 -21.627 -20.875
H 0.714 -23.055 -21.157
H -1.192 -22.454 -22.635
H -0.462 -20.892 -23.087
H -2.080 -21.478 -19.399
H -1.177 -22.813 -20.034
H -2.722 -22.365 -20.825
H 1.709 -21.944 -23.692
H 2.596 -22.866 -22.744
C 5.485 -21.773 -22.267
C 6.668 -21.314 -23.156
C 8.056 -21.767 -22.674
O 8.352 -21.089 -21.468
C 9.274 -21.783 -20.710
N 6.417 -21.748 -24.494
H 5.537 -21.213 -21.333
H 5.475 -22.849 -22.091
H 4.488 -21.633 -22.684
H 6.618 -20.226 -23.193
H 8.832 -21.440 -23.366
H 8.073 -22.855 -22.606
H 10.077 -22.205 -21.315
H 8.713 -22.615 -20.283
H 9.670 -21.112 -19.949
H 5.527 -21.339 -24.739
H 6.118 -22.709 -24.586
C 5.751 -14.825 -26.874
C 6.448 -15.975 -27.485
C 7.823 -15.445 -28.037
O 7.853 -14.357 -28.947
C 7.219 -14.493 -30.149
N 6.709 -16.989 -26.434
H 5.749 -13.952 -27.527
H 6.199 -14.383 -25.985
H 4.726 -15.087 -26.612
H 5.862 -16.342 -28.328
H 8.335 -16.290 -28.496
H 8.454 -15.211 -27.179
H 6.133 -14.550 -30.078
H 7.569 -15.388 -30.665
H 7.600 -13.625 -30.687
H 5.864 -17.080 -25.888
H 7.276 -16.548 -25.725
C 5.703 -18.189 -33.027
C 4.983 -19.341 -32.369
C 5.396 -20.710 -32.949
O 5.167 -20.826 -34.351
C 3.759 -20.834 -34.654
N 5.256 -19.326 -30.913
H 5.515 -18.135 -34.100
H 6.760 -18.323 -32.799
H 5.419 -17.276 -32.503
H 3.923 -19.168 -32.557
H 4.820 -21.510 -32.483
H 6.434 -21.018 -32.824
H 3.572 -21.025 -35.711
H 3.263 -19.870 -34.542
H 3.160 -21.612 -34.180
H 4.973 -18.380 -30.701
H 4.593 -19.899 -30.411
C 0.440 -12.583 -28.171
C 0.589 -12.279 -26.683
C 2.065 -12.445 -26.101
O 2.665 -13.683 -26.399
C 1.988 -14.852 -25.832
N 0.102 -10.954 -26.461
H 0.911 -13.538 -28.403
H 0.979 -11.822 -28.736
H -0.611 -12.567 -28.460
H -0.081 -12.922 -26.112
H 2.226 -12.327 -25.029
H 2.688 -11.677 -26.558
H 1.935 -14.787 -24.746
H 2.503 -15.787 -26.050
H 0.978 -14.940 -26.234
H 0.527 -10.263 -27.062
H 0.176 -10.662 -25.496
C 3.641 -25.751 -24.471
C 4.854 -24.907 -24.206
C 6.071 -25.562 -23.587
O 5.789 -26.017 -22.222
C 6.870 -26.683 -21.601
N 5.117 -24.289 -25.476
H 3.866 -26.661 -25.027
H 2.829 -25.309 -25.048
H 3.118 -25.982 -23.544
H 4.477 -24.119 -23.554
H 6.898 -24.857 -23.678
H 6.268 -26.400 -24.255
H 6.851 -26.418 -20.544
H 7.817 -26.296 -21.978
H 6.852 -27.772 -21.646
H 5.023 -25.039 -26.146
H 4.376 -23.661 -25.753
C 6.538 -23.529 -30.161
C 5.621 -24.138 -29.097
C 5.873 -25.678 -28.809
O 4.913 -26.334 -27.958
C 3.666 -26.568 -28.578
N 5.691 -23.261 -27.929
H 7.475 -23.154 -29.747
H 6.141 -22.718 -30.771
H 6.862 -24.328 -30.828
H 4.646 -24.046 -29.576
H 6.797 -25.648 -28.231
H 6.019 -26.194 -29.758
H 3.246 -25.777 -29.200
H 3.079 -26.643 -27.663
H 3.866 -27.506 -29.096
H 4.756 -22.977 -27.675
H 5.930 -23.750 -27.079
C 1.678 -22.878 -29.616
C 2.186 -21.814 -30.562
C 1.104 -20.689 -30.900
O -0.015 -21.197 -31.633
C -1.114 -20.240 -31.754
N 3.310 -21.138 -29.804
H 1.046 -22.420 -28.856
H 2.402 -23.485 -29.071
H 1.007 -23.550 -30.151
H 2.698 -22.186 -31.450
H 1.598 -19.817 -31.328
H 0.631 -20.458 -29.945
H -1.887 -20.806 -32.275
H -0.770 -19.396 -32.353
H -1.476 -20.018 -30.750
H 3.041 -20.815 -28.886
H 3.986 -21.849 -29.565

max |F| = 3.43 eV/A
HOMO energy = -8.294 eV
frontier orbital gap = 7.888 eV
total charge = 0
calculated total energy = -114483.641 eV

Here are the Mulliken charges for atoms 1 to 8, given in e: number 1, Cs, carries 1.501; number 2, Cs, carries 1.481; number 3, S, carries -0.707; number 4, O, carries -0.758; number 5, O, carries -0.808; number 6, O, carries -2.134; number 7, O, carries -1.493; number 8, C, carries -1.383

***

Record 2
C2H8N2O | wB97M-V/def2-TZVPD

Atoms and positions in Å:
H -1.646 -1.551 0.100
N -0.757 -2.028 0.091
C -0.799 -2.555 -1.201
N 0.141 -3.444 -1.524
H -1.676 -2.728 -1.798
H 0.350 -3.451 -2.443
H 0.879 -3.776 -0.895
C 1.144 3.990 1.513
O 0.082 3.258 0.867
H 2.033 3.489 1.446
H 0.790 4.169 2.544
H 1.015 5.004 1.001
H -0.156 2.475 1.271

max |F| = 7.34 eV/A
HOMO energy = -9.102 eV
frontier orbital gap = 10.088 eV
SMILES = [H]/N=C/N.CO
energy above the lowest of the compared OMol25 structures with the same formula, charge and spin = 287.4 kJ/mol
total charge = 0
calculated total energy = -7229.350 eV

Here are the natural (NBO) charges for atoms 1 to 8, given in e: number 1, H, carries 0.319; number 2, N, carries -0.706; number 3, C, carries 0.239; number 4, N, carries -0.792; number 5, H, carries 0.169; number 6, H, carries 0.371; number 7, H, carries 0.401; number 8, C, carries -0.245

***

Record 3
C6H10O | wB97M-V/def2-TZVPD

Atoms and positions in Å:
C 0.403 1.640 -0.173
C 1.451 0.918 0.220
C 1.514 -0.594 0.202
O 0.638 -1.221 -0.710
C -0.645 -1.505 -0.200
C -1.288 -0.250 0.329
C -0.936 0.973 -0.542
H 0.535 2.733 -0.184
H 2.348 1.407 0.607
H 1.372 -0.995 1.219
H 2.516 -0.891 -0.119
H -0.612 -2.304 0.558
H -1.231 -1.863 -1.055
H -0.985 -0.016 1.358
H -2.376 -0.417 0.418
H -0.922 0.792 -1.640
H -1.782 1.593 -0.289

max |F| = 1.16 eV/A
HOMO energy = -9.261 eV
frontier orbital gap = 10.359 eV
SMILES = C1=CCOCCC1
energy above the lowest of the compared OMol25 structures with the same formula, charge and spin = 82.9 kJ/mol
total charge = 0
calculated total energy = -8430.381 eV

Here are the natural (NBO) charges for atoms 1 to 8, given in e: number 1, C, carries -0.181; number 2, C, carries -0.224; number 3, C, carries -0.114; number 4, O, carries -0.532; number 5, C, carries -0.062; number 6, C, carries -0.430; number 7, C, carries -0.452; number 8, H, carries 0.210

***

Record 4
C20H20Cl2N | wB97M-V/def2-TZVPD

Atoms and positions in Å:
C 4.247 -2.876 0.017
C 2.961 -2.719 0.830
C 2.178 -4.034 0.800
C 3.354 -2.421 2.283
N 2.151 -1.660 0.299
C 1.576 -0.742 -0.168
H 4.856 -1.963 0.088
H 4.830 -3.711 0.415
H 4.016 -3.080 -1.037
H 1.277 -3.955 1.423
H 1.887 -4.282 -0.231
H 2.810 -4.834 1.190
H 2.460 -2.312 2.918
H 3.956 -3.253 2.667
H 3.961 -1.502 2.341
Cl 0.451 1.642 -6.731
C 0.315 1.249 -5.078
C 1.459 0.955 -4.321
C 1.346 0.734 -2.944
C 0.103 0.902 -2.268
C -0.024 0.981 -0.839
C -1.222 1.356 -0.214
C -1.393 1.415 1.162
C -2.612 1.768 1.827
C -2.622 2.016 3.229
C -3.790 2.366 3.889
C -4.998 2.442 3.172
Cl -6.456 2.802 4.002
C -5.013 2.224 1.785
C -3.839 1.895 1.128
C -1.045 1.052 -3.094
C -0.946 1.262 -4.464
H 2.425 0.907 -4.808
H 2.218 0.450 -2.367
H 0.899 1.027 -0.206
H -2.078 1.694 -0.804
H -0.533 1.155 1.780
H -1.682 1.958 3.773
H -3.791 2.564 4.959
H -5.956 2.299 1.246
H -3.865 1.740 0.053
H -2.040 1.032 -2.639
H -1.833 1.455 -5.060

max |F| = 4.58 eV/A
HOMO energy = -11.639 eV
frontier orbital gap = 6.327 eV
total charge = +1
calculated total energy = -47590.823 eV

Here are the natural (NBO) charges for atoms 1 to 8, given in e: number 1, C, carries -0.600; number 2, C, carries 0.078; number 3, C, carries -0.599; number 4, C, carries -0.600; number 5, N, carries -0.444; number 6, C, carries 0.240; number 7, H, carries 0.221; number 8, H, carries 0.230